# 1
27
Properties=species:S:1:pos:R:3:forces:R:3 method="wB97M-V/def2-TZVPD" multiplicity=1 total_charge=0 gap_ev=11.046 homo_energy_ev=-10.867 smiles=O.O.O.O.O.O.O.O.O max_force_ev_per_a=0.59
O 2.98607 -6.53275 -18.10151 0.250 -0.110 -0.127
H 2.65964 -6.42306 -17.20840 -0.055 -0.050 0.296
H 2.42390 -5.96943 -18.63337 -0.130 0.124 -0.175
O 6.81001 -9.92533 -13.31534 -0.014 -0.262 0.101
H 7.24181 -9.49878 -12.57517 0.132 0.083 0.182
H 6.35464 -9.21596 -13.76884 -0.067 0.259 -0.333
O 7.69678 -3.62938 -14.71665 0.019 -0.236 0.317
H 6.85068 -3.23688 -14.93179 -0.266 0.102 -0.026
H 8.31206 -3.22278 -15.32684 0.242 0.016 -0.197
O 6.26821 -7.00195 -15.21180 -0.336 -0.262 0.408
H 6.72594 -6.23265 -14.87288 0.170 0.325 0.094
H 6.47298 -7.01047 -16.14681 0.149 -0.056 -0.507
O 3.04516 -8.41033 -14.22100 -0.189 -0.062 -0.284
H 3.09526 -8.64238 -13.29370 -0.014 -0.160 0.230
H 3.82134 -7.87204 -14.37596 0.390 0.249 -0.113
O 6.90957 -6.57213 -18.61746 -0.002 0.153 0.304
H 7.50462 -6.91414 -19.28467 0.250 -0.110 -0.076
H 6.04208 -6.86479 -18.89684 -0.382 -0.043 -0.045
O 4.24913 -11.11521 -16.08911 0.209 -0.186 -0.008
H 3.68517 -11.39589 -16.80980 -0.119 -0.088 -0.168
H 3.93260 -10.24054 -15.86332 -0.163 0.316 0.248
O 10.21714 -7.52009 -15.62829 0.010 0.042 -0.283
H 11.03994 -7.59121 -15.14438 0.208 -0.026 0.107
H 9.55446 -7.36978 -14.95414 -0.237 -0.008 0.167
O 9.52081 -4.65947 -11.91647 0.051 -0.245 0.064
H 10.09340 -4.01342 -11.50295 0.165 0.110 0.133
H 8.91010 -4.13944 -12.43881 -0.271 0.126 -0.311

# 2
27
Properties=species:S:1:pos:R:3:forces:R:3 method="wB97M-V/def2-TZVPD" multiplicity=1 total_charge=0 gap_ev=10.413 homo_energy_ev=-10.640 smiles=O.O.O.O.O.O.O.O.O max_force_ev_per_a=6.17
O 7.88800 16.09600 38.58700 0.392 -2.032 2.662
H 8.14000 16.94700 38.25400 0.517 1.380 -0.630
H 8.35200 15.97600 39.48400 -1.188 0.375 -2.124
O 11.39400 16.92600 36.27600 -0.846 2.658 -4.211
H 11.46700 16.42500 37.02300 -0.119 -2.658 2.576
H 10.93000 16.51600 35.47700 1.245 0.316 1.622
O 4.97100 16.20200 37.72800 1.769 0.083 0.300
H 5.97800 16.25400 37.93800 -2.682 0.382 -0.311
H 4.54000 17.07700 37.76700 0.911 -0.544 0.072
O 8.91100 18.20200 37.27200 -2.724 2.954 1.848
H 9.55900 17.57100 37.13700 2.947 -1.785 -0.641
H 9.13400 18.74800 38.07000 0.110 -0.785 -1.356
O 10.18200 15.99700 33.88200 -0.500 0.303 0.904
H 9.65900 15.73000 34.69000 -0.117 0.202 -1.340
H 9.78900 16.83400 33.56300 0.145 -0.705 0.363
O 10.91700 14.80200 38.02400 -3.182 3.136 4.253
H 10.07000 14.36700 38.16200 0.223 -0.047 -0.369
H 11.41900 14.35800 37.45700 2.998 -3.266 -3.752
O 8.34800 15.13700 35.81800 0.247 -0.038 0.541
H 8.01300 15.18100 36.71000 0.441 1.258 1.237
H 7.81100 14.38100 35.62900 -0.524 -1.041 -1.745
O 6.33300 13.29600 34.98300 1.130 -4.837 -2.475
H 6.46300 12.50600 35.63100 -0.514 1.989 -1.615
H 6.45400 12.77400 33.99700 -0.449 2.198 4.175
O 5.21500 15.65200 34.10900 3.089 -1.024 -4.305
H 5.67900 14.79100 34.19300 -0.513 1.136 -0.011
H 4.72600 15.68700 34.84800 -2.807 0.392 4.335

# 3
27
Properties=species:S:1:pos:R:3:forces:R:3 method="wB97M-V/def2-TZVPD" multiplicity=1 total_charge=0 gap_ev=11.256 homo_energy_ev=-11.333 smiles=O.O.O.O.O.O.O.O.O max_force_ev_per_a=1.00
H -0.98440 0.79950 -0.61245 0.007 -0.078 0.295
H 0.47912 1.02543 -0.95466 0.105 0.030 -0.258
H 2.87765 -2.48564 -1.03549 -0.141 0.079 0.050
H 4.32122 -2.02391 -0.92167 0.000 -0.503 0.260
H -3.29765 -2.01060 -0.09247 -0.024 -0.019 0.290
H -3.67568 -3.25860 -0.87326 -0.012 -0.048 0.057
H -4.05249 2.17668 -0.09595 -0.081 -0.159 -0.031
H -4.39368 3.28796 0.88318 -0.080 -0.088 0.030
H 0.08144 -0.27469 1.83879 -0.134 0.056 0.120
H 0.31827 -1.11994 3.07956 -0.094 0.104 0.129
H -0.63383 -2.28512 -0.13234 -0.187 -0.122 -0.012
H 0.15673 -2.23706 1.16487 0.052 -0.215 -0.100
H -1.87349 0.44820 -1.95785 -0.225 -0.119 -0.540
H -2.68215 -0.82282 -1.75634 -0.025 0.017 -0.038
H 2.47808 4.22030 0.34252 -0.020 0.055 -0.054
H 2.25773 5.72388 0.37005 -0.049 -0.040 -0.083
H 6.09167 -0.43051 -0.75129 0.132 0.208 0.162
H 4.59248 -0.49826 -0.51072 -0.086 0.568 0.361
O -0.31156 0.56835 -1.26272 0.795 0.210 0.568
O 3.44917 -1.89509 -0.53190 -0.503 -0.494 -0.483
O -2.98618 -2.89771 -0.30463 -0.284 0.130 -0.527
O -4.63590 2.38679 0.64194 0.166 0.169 -0.048
O 0.10310 -0.22267 2.80098 0.186 -0.039 -0.137
O -0.63715 -2.61745 0.77239 0.497 0.281 0.158
O -2.73707 0.13519 -1.66588 -0.624 -0.093 0.034
O 2.06398 4.93684 -0.15152 0.076 -0.037 0.150
O 5.43398 -0.42359 -0.04674 0.551 0.146 -0.351

# 4
27
Properties=species:S:1:pos:R:3:forces:R:3 method="wB97M-V/def2-TZVPD" multiplicity=1 total_charge=0 gap_ev=10.119 homo_energy_ev=-10.507 smiles=O.O.O.O.O.O.O.O.O max_force_ev_per_a=2.76
O -0.80658 -2.19321 0.33708 1.204 -0.463 -0.686
H -1.50142 -2.71166 -0.06568 -0.491 -0.087 -0.010
H -0.03640 -2.40275 -0.24990 -0.691 0.613 0.592
O 1.37393 -0.88445 1.99598 1.097 -1.356 -0.886
H 0.96189 -0.47887 2.72174 -0.655 0.991 1.563
H 1.71221 -1.73620 2.32877 -0.274 0.336 -0.384
O 0.91177 0.79970 -0.21402 1.201 -1.423 1.209
H 1.00492 0.20537 0.58109 0.140 0.784 -1.093
H 0.07109 1.22013 -0.09080 -1.180 0.837 0.245
O 3.32785 -1.97183 0.31161 0.086 -0.398 0.010
H 2.99455 -1.24020 0.83038 0.002 0.409 -0.016
H 4.18451 -2.18010 0.69526 0.069 0.002 -0.092
O -1.56413 -0.34995 2.20887 0.268 0.989 2.561
H -1.01964 -0.38160 3.04589 -1.232 0.050 -1.461
H -1.10827 -0.89103 1.58284 0.661 -1.386 -0.973
O -1.56966 1.65307 0.38081 -0.275 1.839 -0.381
H -2.02836 2.37044 0.85686 0.383 -0.190 -0.470
H -1.63784 0.93432 0.98573 -0.234 -1.372 1.205
O -3.27410 2.12048 -1.64263 -1.393 0.747 -0.649
H -2.56536 1.84736 -1.08419 0.972 -0.573 0.523
H -3.26907 1.58883 -2.43410 0.155 -0.171 -0.202
O 1.00908 2.53772 -2.39375 0.026 -0.022 -1.152
H 1.24632 1.92890 -3.12970 -0.211 0.468 1.146
H 1.17173 2.08650 -1.56162 0.324 -0.356 -0.192
O 0.38468 -0.91644 -2.20167 0.688 0.500 1.504
H -0.48996 -0.62947 -2.40360 -1.206 0.027 -0.787
H 0.51623 -0.32505 -1.39123 0.565 -0.794 -1.127

# 5
27
Properties=species:S:1:pos:R:3:forces:R:3 method="wB97M-V/def2-TZVPD" multiplicity=1 total_charge=0 gap_ev=9.944 homo_energy_ev=-10.569 smiles=O.O.O.O.O.O.O.O.O max_force_ev_per_a=2.47
O -2.36452 1.25856 0.57247 -1.008 0.822 -0.228
H -2.92485 1.69565 -0.11697 0.758 -0.502 0.894
H -2.84967 1.38429 1.41125 0.220 -0.274 -0.481
O -0.85164 -2.56659 -1.80292 -2.219 -0.589 -0.903
H 0.02495 -2.71422 -1.51850 1.539 0.137 0.286
H -1.15313 -1.73965 -1.44231 0.152 0.343 0.214
O -4.10157 -0.47271 -1.10171 -1.094 0.657 -1.106
H -4.17441 0.49439 -1.16132 0.068 -0.775 0.072
H -3.45464 -0.68233 -0.45248 0.824 -0.074 0.887
O 4.37018 -0.47099 -0.33100 0.582 0.572 0.975
H 4.44368 -0.99735 -1.11370 -0.279 -0.425 -0.669
H 3.49392 -0.08947 -0.31101 -0.328 -0.124 -0.262
O 1.74195 -2.02297 -1.22008 1.144 -1.881 0.221
H 1.63399 -2.57061 -0.41493 0.259 0.835 -0.565
H 1.28254 -1.20944 -1.08344 -0.775 0.825 0.446
O -0.25572 -1.89015 2.04389 0.542 0.070 -0.446
H 0.32371 -2.62393 1.78562 -0.365 0.147 0.298
H 0.02924 -1.18053 1.43065 -0.221 -0.352 0.256
O -0.34581 3.19661 0.83459 0.431 -0.562 -0.489
H -0.72182 3.89858 1.33229 -0.048 1.319 0.699
H -1.07679 2.57336 0.83027 -0.077 -0.662 -0.295
O 2.11856 1.62390 0.52274 -0.390 -0.764 -0.351
H 2.95707 1.96490 0.78428 0.991 0.280 0.314
H 1.52122 2.36224 0.46515 -0.520 0.905 0.136
O 0.16577 -0.10654 -0.12324 1.837 0.878 0.236
H 0.83980 0.60802 0.10698 -0.790 -1.301 -0.281
H -0.67202 0.27697 0.07345 -1.231 0.496 0.141

# 6
27
Properties=species:S:1:pos:R:3:forces:R:3 method="wB97M-V/def2-TZVPD" multiplicity=1 total_charge=0 gap_ev=11.241 homo_energy_ev=-11.091 smiles=O.O.O.O.O.O.O.O.O max_force_ev_per_a=0.56
O -0.72303 -2.69507 -3.43821 -0.189 0.146 0.059
H 0.06117 -2.76227 -2.89347 0.187 0.056 0.186
H -0.55940 -3.29125 -4.16900 -0.022 -0.150 -0.212
O -0.57578 -0.87160 4.70507 -0.112 0.266 -0.258
H -1.22541 -0.84075 5.40740 -0.167 0.029 0.208
H -0.03944 -1.63806 4.90776 0.189 -0.230 -0.064
O -1.02073 4.31221 0.64881 0.199 0.165 0.070
H -1.59094 3.64143 1.02451 -0.091 -0.289 0.166
H -1.34391 4.42898 -0.24459 -0.069 0.051 -0.230
O -3.61497 -1.15050 -0.76568 -0.295 -0.021 0.026
H -2.94124 -1.40642 -1.39563 0.215 -0.114 -0.239
H -3.13503 -0.70011 -0.07068 0.148 0.165 0.223
O 0.28949 -0.39152 -0.02853 -0.064 -0.443 -0.085
H -0.21027 0.08509 0.63429 -0.266 0.240 0.198
H 1.06794 0.14597 -0.17464 0.259 0.170 -0.068
O 3.36659 2.65612 -0.86922 -0.074 -0.304 -0.174
H 3.02952 3.53881 -1.02243 -0.142 0.226 -0.074
H 3.89933 2.73662 -0.07807 0.163 -0.029 0.198
O -2.07201 0.98644 2.17455 0.085 0.106 -0.422
H -2.88757 1.26004 2.59437 -0.239 0.069 0.052
H -1.70729 0.32749 2.76531 0.270 -0.294 0.386
O 0.73945 -3.68321 0.96574 0.040 -0.220 0.240
H 0.45048 -2.78742 0.79167 -0.076 0.459 -0.099
H 0.97932 -4.02932 0.10615 0.050 -0.113 -0.158
O 3.59598 0.65787 -4.04110 0.175 -0.091 -0.151
H 3.45024 0.97707 -3.15054 0.034 0.197 0.347
H 2.71752 0.49334 -4.38383 -0.208 -0.047 -0.124

# 7
27
Properties=species:S:1:pos:R:3:forces:R:3 method="wB97M-V/def2-TZVPD" multiplicity=1 total_charge=0 gap_ev=9.376 homo_energy_ev=-9.925 smiles=O.O.O.O.O.O.O.O.O max_force_ev_per_a=0.74
O -10.33845 -16.39216 -13.02556 -0.646 -0.134 -0.117
H -11.15098 -16.78166 -12.64541 0.151 0.332 -0.020
H -10.65960 -15.78936 -13.70797 0.081 -0.032 0.084
O -7.71409 -15.66792 -12.39521 -0.284 0.009 -0.379
H -8.52792 -15.95928 -12.84859 0.513 0.195 0.502
H -7.11674 -15.38042 -13.09378 0.015 -0.089 0.110
O -9.95479 -21.79147 -9.98590 0.268 0.405 0.098
H -9.09526 -21.54704 -9.61446 -0.088 -0.086 -0.053
H -10.53695 -21.04414 -9.77198 0.038 -0.487 -0.026
O -8.45410 -18.17635 -14.64949 -0.120 0.016 -0.063
H -8.24562 -17.34875 -15.09394 0.028 -0.072 0.015
H -9.01729 -17.92225 -13.90712 0.140 -0.058 -0.087
O -12.20060 -20.15160 -9.55113 -0.052 0.407 0.145
H -13.07417 -19.94596 -9.90065 0.081 -0.097 -0.060
H -12.01918 -19.45154 -8.91067 -0.056 -0.094 -0.063
O -12.57252 -18.04733 -12.40038 0.059 0.109 -0.362
H -13.50935 -17.82680 -12.47846 0.112 0.013 0.040
H -12.29423 -18.26924 -13.30232 -0.189 -0.245 0.170
O -7.18199 -19.70978 -10.70022 -0.212 0.181 0.290
H -8.07217 -19.33899 -10.84734 0.316 -0.085 -0.107
H -6.70653 -19.03065 -10.21053 -0.003 -0.055 -0.075
O -9.73558 -19.06355 -11.53061 -0.466 0.127 -0.134
H -10.52607 -19.59923 -11.36997 0.169 0.008 0.022
H -10.06953 -18.19885 -11.79548 0.212 -0.119 0.193
O -7.80533 -22.08791 -12.37483 -0.118 -0.115 -0.214
H -8.35934 -21.69919 -11.68793 0.007 -0.059 -0.073
H -7.52675 -21.33792 -12.91078 0.044 0.024 0.165

# 8
28
Properties=species:S:1:pos:R:3:forces:R:3 method="wB97M-V/def2-TZVPD" multiplicity=1 total_charge=+3 gap_ev=12.709 homo_energy_ev=-22.782 max_force_ev_per_a=2.83
Y 0.15764 0.04100 0.19318 -0.657 -0.438 -0.935
O -1.72736 -0.94200 -1.79982 0.323 0.035 0.286
H -1.78436 -0.98500 -2.76082 -0.178 0.066 -0.219
H -2.22436 -1.71000 -1.49982 -0.205 -0.059 -0.206
O 0.43864 0.98100 -1.93982 -0.009 -0.292 -1.069
H 0.32564 0.47100 -2.77882 0.180 0.754 0.726
H 0.27264 1.91900 -2.13382 0.055 -0.290 -0.246
O 2.60164 0.12200 -0.16182 -0.230 0.457 0.606
H 3.02164 0.18400 -1.01982 0.282 -0.102 -0.562
H 3.18364 0.63900 0.41218 0.240 -0.186 0.121
O -1.44736 -1.67800 0.82918 -1.170 0.757 -0.409
H -1.34536 -2.61600 0.95218 0.105 -0.917 0.238
H -2.41636 -1.55000 0.69418 0.744 -0.013 0.349
O -0.76836 0.67800 2.27418 0.277 0.668 -0.517
H -1.05936 0.12200 2.99518 -0.222 -0.283 0.556
H -1.26836 1.50200 2.33418 -0.144 -0.091 0.461
O 0.94864 -1.75100 -0.97082 -2.391 -1.483 0.287
H 1.61564 -1.86800 -1.60582 2.032 -0.136 -1.302
H 0.34464 -2.50700 -1.18882 0.478 0.818 0.353
O 0.90964 2.22300 0.44918 0.132 1.277 1.332
H 0.85564 2.87500 1.19118 -0.107 -0.597 -0.509
H 1.65364 2.56100 -0.05682 0.327 0.067 -0.399
O 1.07464 -1.37600 1.73218 1.154 1.357 1.217
H 1.62564 -0.78100 2.30818 -0.202 -1.073 -0.395
H 0.69564 -1.99500 2.35718 -0.151 -0.553 0.307
O -1.69836 1.44600 -0.17082 -0.368 0.672 0.211
H -1.75336 2.28800 0.28718 0.160 0.340 0.698
H -2.23236 1.70700 -0.92182 -0.455 -0.756 -0.979

# 9
28
Properties=species:S:1:pos:R:3:forces:R:3 method="wB97M-V/def2-TZVPD" multiplicity=1 total_charge=+1 gap_ev=9.794 homo_energy_ev=-13.294 max_force_ev_per_a=1.37
O 3.46222 0.74213 0.19957 -0.005 -0.699 0.063
H 2.96681 0.94921 -0.60613 0.373 0.636 -0.068
H 4.00145 1.48960 0.46633 0.006 0.272 -0.365
O 2.20577 -0.18770 2.04437 -0.054 -0.488 -1.198
H -2.27490 -0.88238 2.57475 0.184 0.242 -0.358
O 0.32084 1.38241 1.46257 0.245 0.547 -0.604
H 1.77253 0.48937 1.41004 -0.380 0.183 1.206
H 0.31135 2.18072 0.91529 -0.010 -0.114 0.183
O 0.12977 -3.37897 -2.61862 0.240 0.304 -0.155
H 0.27635 -3.47804 -3.56626 -0.285 -0.148 -0.094
H 1.00609 -3.11575 -2.31910 -0.017 -0.060 0.222
O -2.91410 -1.69126 0.34930 -0.961 0.164 -0.968
H -3.04106 -2.02914 -0.55747 0.654 -0.830 0.333
H -3.54680 -0.96996 0.18525 0.209 0.340 0.957
O -1.66555 -0.12595 2.62433 -0.038 -0.219 0.596
H -0.57856 1.25476 1.80568 0.079 -0.249 0.130
H -1.73481 0.17605 3.54167 -0.024 -0.055 -0.182
O 2.15503 2.69398 -1.45795 0.323 -0.340 0.698
H 1.40002 2.52316 -2.02487 0.149 0.484 -0.437
H 2.67346 3.45999 -1.74655 -0.578 -0.284 -0.295
O -2.07461 -0.86209 -2.24320 0.332 -0.167 0.373
H -1.43210 -1.55046 -2.45982 -0.033 -0.094 -0.019
H -1.93581 -0.65741 -1.29483 -0.122 0.071 -0.921
O -2.27957 0.82875 -0.11907 -1.116 -0.371 0.075
H -2.12512 1.68173 -0.51962 0.752 0.074 0.186
H -1.59568 0.40471 0.40762 0.192 0.735 -0.145
H 2.99493 -0.43569 1.45706 -0.545 0.142 0.514
H 1.52202 -0.89178 2.08963 0.431 -0.074 0.275

Total energy, respectively: -18719.6338 -18718.5091 -18718.7479 -18719.9276 -18719.6497 -18719.5755 -18719.7971 -19740.6097 -18728.8341 eV.
Relative energy (zero: lowest compared OMol25 entry of this formula, charge and spin), respectively: 57.7 83.6 78.1 50.9 57.3 59.0 53.9 25.1 65.7 kcal/mol.